[1]
Molecular formula: C39H35NO3PdS3Si
Method: DFT, wB97M-V/def2-TZVPD

```
83
Properties=species:S:1:pos:R:3:forces:R:3
Pd -0.120 -1.387 -0.091 -0.28 -0.35 -0.24
O -1.660 -0.171 2.898 -0.09 0.05 -0.19
C -1.101 -1.465 2.875 -0.07 0.10 -0.15
C -2.145 -2.556 3.011 -0.18 -0.02 0.02
C -3.118 -2.651 1.821 0.17 0.10 0.05
C -2.441 -3.051 0.535 0.20 0.13 -0.15
C -2.118 -4.362 0.255 0.01 0.10 -0.01
C -1.394 -4.667 -0.916 -0.06 -0.11 0.02
C -1.036 -3.653 -1.758 -0.12 0.11 0.00
C -1.451 -2.323 -1.462 0.16 -0.19 0.50
N -2.178 -2.027 -0.335 0.22 0.04 -0.15
H -1.349 0.333 2.103 -0.09 -0.05 0.04
H -0.376 -1.561 3.691 0.15 -0.07 0.03
H -0.577 -1.641 1.919 0.13 0.07 0.29
H -2.712 -2.381 3.933 -0.06 -0.05 -0.02
H -1.623 -3.515 3.115 0.00 0.00 0.06
H -3.579 -1.674 1.672 -0.03 0.02 -0.01
H -3.902 -3.375 2.055 -0.07 -0.04 0.05
H -2.411 -5.140 0.950 0.00 -0.04 0.02
H -1.112 -5.690 -1.139 0.01 0.02 0.05
H -0.472 -3.841 -2.663 0.04 0.02 -0.02
H -1.480 -1.581 -2.249 0.00 0.11 -0.12
O -0.758 1.209 0.634 -0.06 0.11 -0.19
Si -1.025 2.151 -0.600 0.11 -0.15 0.27
C -0.310 1.599 -2.290 0.23 -0.24 -0.10
C -0.626 2.272 -3.479 0.03 -0.09 0.05
C -0.112 1.865 -4.707 0.08 -0.11 0.09
C 0.743 0.765 -4.774 -0.08 0.10 0.05
C 1.080 0.084 -3.610 -0.08 0.10 0.03
C 0.560 0.497 -2.385 -0.16 0.35 0.19
C -2.880 2.393 -0.967 -0.26 0.02 -0.08
C -3.727 1.304 -0.701 0.03 0.07 -0.05
C -5.085 1.354 -1.005 0.09 0.13 -0.02
C -5.636 2.498 -1.578 0.16 -0.01 0.04
C -4.817 3.590 -1.849 0.08 -0.12 0.07
C -3.457 3.533 -1.547 -0.08 -0.19 0.05
C -0.318 3.921 -0.388 0.08 0.25 -0.05
C 0.953 4.244 -0.888 -0.15 0.04 0.08
C 1.504 5.512 -0.725 -0.14 -0.01 0.08
C 0.791 6.504 -0.058 -0.06 -0.16 -0.03
C -0.468 6.210 0.459 0.10 -0.13 -0.08
C -1.006 4.936 0.298 0.14 -0.11 -0.05
H -1.294 3.132 -3.451 0.04 -0.07 0.01
H -0.377 2.403 -5.613 0.01 -0.02 0.02
H 1.142 0.445 -5.731 -0.01 0.01 0.02
H 1.750 -0.771 -3.639 -0.04 0.04 0.00
H 0.832 -0.043 -1.473 0.14 0.29 -0.40
H -3.302 0.401 -0.265 -0.02 0.08 -0.03
H -5.714 0.496 -0.795 0.01 0.00 0.00
H -6.694 2.538 -1.812 0.00 0.00 0.00
H -5.237 4.485 -2.297 0.01 -0.01 0.01
H -2.837 4.398 -1.766 0.00 -0.03 0.01
H 1.522 3.482 -1.416 -0.06 0.07 0.03
H 2.491 5.729 -1.119 -0.01 0.00 0.00
H 1.212 7.495 0.061 0.01 0.01 0.01
H -1.027 6.973 0.989 -0.01 -0.01 0.00
H -1.985 4.720 0.719 0.05 0.01 -0.05
O 2.091 -0.942 -0.042 -0.01 -0.56 0.00
C 2.862 -1.539 0.903 -0.11 0.24 0.10
C 4.348 -1.197 0.590 -0.22 0.00 0.19
C 4.727 -0.217 -0.274 0.22 0.08 -0.16
C 6.145 -0.044 -0.351 -0.17 -0.02 0.03
C 6.825 -0.901 0.464 -0.07 0.07 -0.09
S 5.739 -1.916 1.315 -0.09 -0.14 0.19
C 2.482 -0.943 2.287 0.21 0.11 -0.07
C 1.671 0.140 2.428 -0.07 0.08 0.12
C 1.489 0.530 3.795 0.02 0.03 -0.14
C 2.173 -0.259 4.668 -0.06 0.03 -0.07
S 3.027 -1.493 3.832 0.21 -0.20 0.00
C 2.647 -3.063 0.951 0.00 0.17 -0.26
C 1.678 -3.736 1.631 -0.12 -0.26 0.06
C 1.549 -5.102 1.241 -0.01 0.06 0.13
C 2.435 -5.450 0.267 -0.05 0.04 -0.01
S 3.403 -4.112 -0.183 0.13 0.03 -0.17
H 3.981 0.338 -0.831 0.07 -0.04 0.07
H 6.634 0.686 -0.986 -0.04 -0.04 0.02
H 7.894 -1.003 0.597 -0.13 0.03 -0.03
H 1.180 0.600 1.572 0.05 0.03 0.20
H 0.849 1.350 4.099 0.03 -0.09 -0.06
H 2.198 -0.215 5.750 -0.02 0.02 -0.14
H 1.059 -3.258 2.375 -0.06 0.01 0.01
H 0.820 -5.786 1.666 0.08 0.09 -0.05
H 2.560 -6.408 -0.218 -0.01 0.08 0.07
```
Positions in Å, forces in eV/Å.

Summary:
Total charge: -2
Orbital gap (eV): 5.14
E (eV): -92508.8293

***

[2]
Molecular formula: C39H36AsBF2O2PS4Sc
Method: DFT, wB97M-V/def2-TZVPD

```
87
Properties=species:S:1:pos:R:3:forces:R:3
Sc 0.739 3.511 -0.834 1.04 0.24 0.97
O -2.892 8.022 0.607 1.86 -1.99 -1.29
C -2.064 7.184 0.287 -0.26 -0.24 1.37
S -0.834 7.187 -1.061 -1.13 1.06 0.06
C 0.286 6.013 -0.478 -1.34 -2.82 3.42
C -0.191 5.182 0.659 1.09 2.38 -2.35
S 0.687 3.980 1.583 -0.11 0.02 -0.42
S -1.783 5.556 1.233 -0.88 1.59 -0.35
S 1.748 5.688 -1.301 0.26 0.21 -0.39
F 3.831 2.776 -0.388 0.65 -0.25 1.14
B 2.989 3.079 -1.364 -0.78 -0.37 0.29
F 3.647 3.171 -2.504 0.37 0.23 -1.46
C -5.245 3.806 -6.212 -0.73 -0.33 -0.35
C -3.935 3.391 -5.617 1.12 -0.83 0.14
C -3.889 2.453 -4.563 0.73 0.30 0.13
C -2.688 2.143 -3.906 -0.32 0.60 -0.56
C -2.823 1.039 -2.860 1.49 0.77 0.15
C -1.455 2.759 -4.404 -1.87 -1.03 0.96
C -0.281 2.801 -3.612 0.53 -1.12 1.69
O -0.177 2.567 -2.350 -1.22 0.11 -3.30
C -1.459 3.445 -5.657 -0.63 -0.57 0.43
C -0.149 3.686 -6.348 -0.37 -0.35 -0.80
C -2.692 3.790 -6.197 -0.82 0.53 0.70
H -6.125 3.461 -5.621 0.78 0.10 -0.39
H -5.336 3.407 -7.246 0.03 0.14 0.63
H -5.341 4.886 -6.308 0.20 0.13 0.07
H -4.779 1.951 -4.171 0.08 0.45 -0.37
H -2.548 0.132 -3.363 0.28 -0.68 -0.31
H -3.835 0.894 -2.542 -0.58 0.26 0.19
H -2.156 1.110 -1.984 -0.35 0.22 -0.46
H 0.635 3.013 -4.156 0.34 0.35 0.24
H 0.387 4.461 -5.849 0.64 0.63 0.25
H -0.294 3.989 -7.404 0.03 -0.22 0.63
H 0.447 2.754 -6.311 -0.22 0.58 -0.20
H -2.745 4.546 -6.979 0.18 -0.45 -0.29
C -0.200 -1.282 0.826 -0.35 -0.97 -0.25
C 0.192 -2.588 1.462 0.31 -1.83 0.08
As -1.321 -3.870 1.891 1.40 0.00 0.97
C -1.934 -2.914 3.466 0.46 0.09 -0.17
C -3.238 -2.467 3.386 0.81 0.39 0.39
C -3.674 -1.540 4.296 -1.86 0.99 0.68
C -2.899 -1.048 5.346 -0.06 -0.69 -0.32
C -1.619 -1.576 5.457 0.66 0.04 0.03
C -1.120 -2.474 4.525 0.37 0.07 -0.50
C -0.101 -5.071 2.935 0.22 -1.14 -0.39
C 1.015 -5.677 2.309 -0.86 0.80 0.70
C 1.833 -6.547 3.027 -0.22 0.54 -0.41
C 1.532 -6.869 4.357 0.93 -0.34 -0.74
C 0.418 -6.331 4.965 -0.10 -0.37 0.87
C -0.403 -5.474 4.245 -0.81 0.61 -0.38
P 1.201 -0.184 0.387 -0.33 1.08 -0.84
C 2.219 -1.135 -0.795 1.14 0.27 0.42
C 1.874 -2.260 -1.515 -0.15 -0.90 -0.46
C 2.777 -2.842 -2.432 -0.49 0.73 -0.01
C 4.025 -2.264 -2.630 0.15 0.10 -0.21
C 4.399 -1.108 -1.942 -0.52 -0.37 1.13
C 3.521 -0.606 -0.970 0.31 0.24 -0.05
C 2.228 -0.201 1.886 -0.43 -0.87 1.33
C 1.999 0.719 2.947 0.46 0.35 -1.25
C 2.671 0.597 4.163 -0.84 0.14 -0.75
C 3.464 -0.508 4.391 0.69 -0.09 1.76
C 3.662 -1.446 3.394 -0.45 0.63 -0.62
C 3.034 -1.325 2.152 0.03 0.48 0.73
H -0.791 -0.720 1.537 -0.28 0.32 0.21
H -0.875 -1.514 -0.030 0.57 0.56 0.21
H 0.812 -2.479 2.358 -0.40 0.12 -0.03
H 0.793 -3.264 0.812 -0.18 0.78 0.06
H -3.878 -2.725 2.571 -0.29 -0.37 -0.37
H -4.720 -1.222 4.149 0.61 0.18 0.38
H -3.275 -0.320 6.062 0.02 -0.15 -0.24
H -0.904 -1.281 6.219 -0.36 0.26 0.17
H -0.038 -2.728 4.605 -1.03 -0.10 -0.20
H 1.202 -5.394 1.275 0.35 -0.31 0.13
H 2.716 -6.890 2.500 -0.01 -0.39 0.36
H 2.195 -7.571 4.873 -0.30 0.35 -0.01
H 0.231 -6.613 6.028 -0.17 0.37 -1.03
H -1.346 -5.088 4.653 0.59 -0.23 0.23
H 0.933 -2.792 -1.325 0.21 0.46 -0.27
H 2.420 -3.651 -3.070 0.33 -0.09 0.41
H 4.766 -2.712 -3.288 -0.33 -0.01 -0.14
H 5.404 -0.703 -2.069 -0.37 0.01 0.09
H 3.850 0.164 -0.246 -0.15 -0.19 -0.88
H 1.374 1.615 2.770 0.31 -0.70 0.07
H 2.515 1.388 4.880 0.08 -0.14 0.33
H 3.907 -0.648 5.427 -0.34 0.16 -1.55
H 4.342 -2.240 3.541 0.44 -0.95 0.31
H 3.130 -2.157 1.457 0.12 0.42 -0.15
```
Positions in Å, forces in eV/Å.

Summary:
Relative energy (zero: lowest compared OMol25 entry of this formula, charge and spin) (kcal/mol): 0.0
Orbital gap (eV): 5.34
E (eV): -185404.8063

***

Lowest unoccupied orbital energy, record by record: 4.11 -1.93 eV